{"formula": "C28H72F12N5O9P", "method": "wB97M-V/def2-TZVPD", "symbols": ["C", "C", "C", "O", "C", "N", "H", "H", "H", "H", "H", "H", "H", "H", "H", "H", "H", "H", "C", "C", "C", "O", "C", "N", "H", "H", "H", "H", "H", "H", "H", "H", "H", "H", "H", "H", "C", "C", "C", "O", "C", "N", "H", "H", "H", "H", "H", "H", "H", "H", "H", "H", "H", "H", "C", "C", "C", "O", "C", "N", "H", "H", "H", "H", "H", "H", "H", "H", "H", "H", "H", "H", "C", "C", "C", "O", "C", "N", "H", "H", "H", "H", "H", "H", "H", "H", "H", "H", "H", "H", "C", "O", "O", "C", "F", "F", "F", "C", "C", "H", "H", "H", "H", "H", "H", "C", "O", "O", "C", "F", "F", "F", "C", "C", "H", "H", "H", "H", "H", "H", "P", "F", "F", "F", "F", "F", "F"], "coordinates": [[-5.41, 1.01, -1.93], [-5.18, 2.29, -2.64], [-3.95, 2.34, -3.48], [-4.07, 3.45, -4.34], [-3.03, 3.69, -5.28], [-6.34, 2.68, -3.62], [-5.88, 3.19, -4.37], [-6.72, 1.81, -3.99], [-7.06, 3.26, -3.14], [-4.56, 0.96, -1.27], [-5.52, 0.19, -2.62], [-6.38, 1.12, -1.41], [-5.08, 3.07, -1.93], [-3.80, 1.37, -4.03], [-3.05, 2.51, -2.82], [-2.94, 4.77, -5.40], [-3.26, 3.28, -6.26], [-2.04, 3.37, -4.88], [-4.98, -3.20, 0.18], [-4.67, -2.08, 1.15], [-5.20, -2.36, 2.49], [-4.84, -1.42, 3.44], [-5.66, -0.25, 3.36], [-3.15, -1.80, 1.24], [-2.36, -3.39, 1.04], [-2.82, -1.15, 0.55], [-2.93, -1.47, 2.23], [-4.96, -4.16, 0.75], [-4.14, -3.36, -0.48], [-5.91, -3.16, -0.42], [-5.26, -1.23, 0.82], [-4.87, -3.32, 2.89], [-6.27, -2.47, 2.40], [-5.07, 0.63, 3.10], [-6.15, -0.22, 4.33], [-6.42, -0.31, 2.61], [2.95, -4.07, 2.52], [2.97, -5.50, 2.89], [3.27, -6.47, 1.70], [4.56, -6.37, 1.20], [4.84, -6.08, -0.19], [4.13, -5.91, 3.89], [4.13, -5.21, 4.66], [4.01, -6.84, 4.29], [5.06, -5.87, 3.37], [2.52, -3.35, 3.25], [2.31, -4.00, 1.59], [3.95, -3.69, 2.24], [2.10, -5.86, 3.38], [2.45, -6.28, 0.98], [3.16, -7.47, 2.12], [5.91, -6.05, -0.30], [4.44, -5.15, -0.53], [4.38, -6.83, -0.87], [4.15, 1.34, -4.66], [3.48, 0.47, -5.69], [4.42, -0.58, -6.25], [3.58, -1.53, -6.87], [4.32, -2.81, -7.11], [2.29, -0.27, -5.05], [1.97, -1.02, -5.69], [2.58, -0.71, -4.18], [1.50, 0.33, -4.71], [3.60, 2.28, -4.48], [5.14, 1.65, -5.00], [4.33, 0.83, -3.74], [3.04, 1.06, -6.45], [4.96, -1.07, -5.40], [5.11, -0.14, -6.95], [3.58, -3.43, -7.69], [4.60, -3.29, -6.19], [5.14, -2.56, -7.78], [1.98, 4.40, 2.69], [3.43, 4.30, 2.11], [4.27, 5.60, 2.31], [5.59, 5.45, 1.91], [6.40, 6.41, 2.52], [4.10, 3.21, 2.87], [5.10, 3.24, 2.65], [0.11, 5.13, 5.99], [3.98, 2.38, 2.28], [1.96, 4.82, 3.73], [1.61, 3.39, 2.79], [1.30, 4.96, 1.97], [3.42, 4.06, 1.03], [4.29, 5.81, 3.39], [3.64, 6.40, 1.96], [6.57, 5.98, 3.53], [6.06, 7.42, 2.41], [7.38, 6.35, 2.03], [-0.82, -4.32, 1.25], [0.22, -4.58, 0.38], [-1.95, -4.13, 0.61], [-0.91, -5.59, 2.29], [-1.95, -5.66, 3.10], [-0.90, -6.75, 1.65], [0.12, -5.45, 3.10], [0.29, -3.70, -0.79], [1.40, -4.16, -1.69], [2.46, -4.09, -1.28], [1.40, -5.20, -2.06], [1.48, -3.55, -2.57], [0.50, -2.70, -0.43], [-0.70, -3.67, -1.28], [-0.56, -3.51, 1.97], [-1.88, 5.06, 5.75], [-1.59, 4.76, 4.42], [-0.71, 4.85, 6.46], [-2.22, 6.56, 5.90], [-1.22, 7.32, 5.42], [-3.37, 6.87, 5.25], [-2.44, 6.81, 7.15], [-2.76, 4.61, 3.54], [-2.28, 3.80, 2.37], [-1.30, 4.10, 2.07], [-2.15, 2.76, 2.65], [-3.01, 3.86, 1.54], [-3.09, 5.63, 3.33], [-3.62, 4.09, 3.99], [-2.73, 4.56, 6.27], [-0.25, 0.42, -2.70], [-0.14, 0.80, -4.30], [-1.86, 0.20, -2.89], [0.12, -1.17, -3.16], [-0.38, -0.05, -1.20], [1.30, 0.79, -2.42], [-0.68, 1.90, -2.36]], "mulliken_charge": [-1.447, 0.067, -0.363, -0.511, -0.638, -0.172, 0.325, 0.385, 0.371, 0.369, 0.416, 0.400, 0.353, 0.354, 0.293, 0.261, 0.318, 0.199, -1.522, 0.940, -1.044, -0.423, -0.811, -0.537, 0.310, 0.022, 0.328, 0.318, 0.357, 0.400, 0.022, 0.421, 0.517, 0.267, 0.286, 0.383, -0.926, 0.105, -0.758, -0.372, -0.661, -0.275, 0.371, 0.358, 0.385, 0.369, -0.114, 0.379, 0.393, 0.347, 0.537, 0.313, 0.224, 0.309, -1.399, 0.259, -0.762, -0.377, -0.745, -0.081, 0.396, 0.351, 0.267, 0.377, 0.405, 0.387, 0.406, 0.356, 0.449, 0.254, 0.326, 0.326, -1.244, 0.699, -0.882, -0.351, -0.760, -0.839, 0.292, 0.358, 0.234, 0.181, 0.376, 0.316, 0.315, 0.386, 0.351, 0.352, 0.306, 0.253, 0.131, -0.248, -0.431, 0.715, -0.295, -0.280, -0.331, -0.365, -0.955, 0.078, 0.340, 0.346, 0.233, 0.451, 0.401, -0.107, -0.258, -0.565, 0.831, -0.263, -0.269, -0.249, -0.268, -0.973, 0.222, 0.287, 0.285, 0.338, 0.275, 0.372, 1.394, -0.597, -0.395, -0.386, -0.376, -0.476, -0.349], "total_charge": 2, "de_lowest_ev": 0.000, "orbital_gap_ev": 8.336, "multiplicity": 1, "homo_energy_ev": -12.311, "e_tot_ha": -3600.29861, "max_force_ev_per_a": 3.2}

---

{"formula": "C28H72F3HgO12S", "method": "wB97M-V/def2-TZVPD", "symbols": ["Hg", "C", "F", "F", "F", "S", "O", "O", "O", "C", "C", "C", "O", "H", "H", "H", "H", "H", "H", "H", "H", "C", "C", "C", "O", "H", "H", "H", "H", "H", "H", "H", "H", "C", "C", "C", "O", "H", "H", "H", "H", "H", "H", "H", "H", "C", "C", "C", "O", "H", "H", "H", "H", "H", "H", "H", "H", "C", "C", "C", "O", "H", "H", "H", "H", "H", "H", "H", "H", "C", "C", "C", "O", "H", "H", "H", "H", "H", "H", "H", "H", "C", "C", "C", "O", "H", "H", "H", "H", "H", "H", "H", "H", "C", "C", "C", "O", "H", "H", "H", "H", "H", "H", "H", "H", "C", "C", "C", "O", "H", "H", "H", "H", "H", "H", "H", "H"], "coordinates": [[-1.89, 4.93, -1.02], [1.84, -0.04, 0.89], [2.73, 0.59, 0.04], [2.25, -1.32, 1.10], [1.85, 0.58, 2.09], [0.05, -0.01, 0.18], [-0.86, -0.66, 1.14], [-0.19, 1.41, -0.04], [0.16, -0.72, -1.11], [8.53, -2.06, 3.13], [8.57, -3.32, 2.22], [8.06, -3.03, 0.77], [9.87, -3.85, 2.15], [9.18, -1.27, 2.76], [8.93, -2.38, 4.09], [7.51, -1.73, 3.30], [7.93, -4.10, 2.62], [7.00, -2.78, 0.83], [8.19, -3.88, 0.10], [8.58, -2.21, 0.27], [10.47, -3.10, 2.20], [5.21, -3.80, -4.00], [4.13, -2.79, -3.65], [3.70, -1.67, -4.67], [2.92, -3.55, -3.46], [5.28, -4.50, -3.17], [6.18, -3.33, -4.18], [4.98, -4.36, -4.90], [4.32, -2.38, -2.66], [2.98, -0.93, -4.32], [3.34, -2.17, -5.57], [4.57, -1.16, -5.10], [2.24, -2.91, -3.24], [0.72, 4.89, -5.59], [1.37, 4.16, -4.37], [2.90, 3.97, -4.47], [1.04, 4.96, -3.33], [1.09, 5.90, -5.78], [-0.36, 4.82, -5.73], [0.99, 4.39, -6.52], [0.94, 3.16, -4.29], [3.40, 4.92, -4.69], [3.13, 3.36, -5.34], [3.29, 3.60, -3.52], [1.62, 5.73, -3.33], [-1.60, -6.58, 4.19], [-1.21, -5.38, 3.31], [-0.40, -5.84, 2.15], [-2.34, -4.73, 2.83], [-0.79, -7.27, 4.42], [-2.29, -7.29, 3.73], [-2.03, -6.30, 5.16], [-0.74, -4.69, 4.01], [0.51, -6.35, 2.46], [-0.06, -5.01, 1.54], [-0.98, -6.49, 1.49], [-2.12, -3.91, 2.38], [-6.45, 4.31, 2.80], [-5.30, 5.09, 2.12], [-4.52, 5.97, 3.05], [-4.42, 4.14, 1.64], [-6.93, 3.61, 2.12], [-7.23, 4.99, 3.15], [-6.16, 3.80, 3.72], [-5.66, 5.73, 1.31], [-5.08, 6.76, 3.55], [-3.80, 6.55, 2.48], [-4.08, 5.35, 3.84], [-4.21, 3.59, 2.41], [-0.99, -0.41, -7.54], [-2.34, -0.33, -6.86], [-3.17, -1.56, -7.14], [-2.16, -0.08, -5.48], [-0.21, 0.26, -7.16], [-1.05, -0.32, -8.62], [-0.57, -1.38, -7.27], [-2.88, 0.50, -7.33], [-4.07, -1.55, -6.53], [-2.65, -2.47, -6.81], [-3.38, -1.69, -8.20], [-1.71, -0.81, -5.04], [2.90, 5.38, 2.38], [1.43, 5.48, 2.86], [1.34, 6.35, 4.10], [0.62, 6.04, 1.87], [3.45, 4.74, 3.08], [3.30, 6.39, 2.29], [2.89, 5.01, 1.36], [1.03, 4.49, 3.10], [1.82, 5.81, 4.92], [0.32, 6.57, 4.42], [1.87, 7.29, 3.95], [0.71, 6.98, 2.05], [-1.30, 0.57, 6.11], [-2.83, 0.77, 5.96], [-3.46, 1.71, 6.93], [-2.94, 1.25, 4.66], [-0.71, 1.45, 5.84], [-0.89, -0.21, 5.47], [-1.09, 0.30, 7.14], [-3.26, -0.23, 5.99], [-2.93, 2.66, 6.98], [-3.43, 1.26, 7.92], [-4.47, 1.99, 6.63], [-2.69, 0.52, 4.09], [-5.19, -3.31, -1.77], [-5.75, -4.71, -1.97], [-5.42, -5.71, -0.89], [-7.12, -4.58, -1.98], [-5.63, -2.83, -0.89], [-5.19, -2.67, -2.65], [-4.15, -3.44, -1.47], [-5.49, -5.05, -2.98], [-5.81, -5.27, 0.03], [-4.34, -5.86, -0.80], [-5.89, -6.67, -1.11], [-7.45, -4.04, -1.26]], "mulliken_charge": [0.756, 0.573, -0.182, -0.199, -0.186, 1.057, -0.442, -0.468, -0.434, -1.284, 0.395, -1.157, -0.533, 0.355, 0.353, 0.362, 0.265, 0.296, 0.324, 0.288, 0.336, -1.331, 0.664, -1.261, -0.510, 0.321, 0.373, 0.347, 0.165, 0.349, 0.344, 0.355, 0.295, -1.239, 0.346, -1.348, -0.455, 0.338, 0.334, 0.376, 0.290, 0.386, 0.368, 0.336, 0.343, -1.440, 0.681, -1.170, -0.518, 0.386, 0.362, 0.333, 0.174, 0.366, 0.279, 0.304, 0.286, -1.200, 0.262, -1.067, -0.427, 0.334, 0.378, 0.291, 0.276, 0.384, 0.277, 0.271, 0.335, -1.210, 0.473, -1.295, -0.497, 0.282, 0.367, 0.305, 0.242, 0.317, 0.340, 0.379, 0.309, -1.185, 0.369, -1.438, -0.517, 0.367, 0.312, 0.301, 0.301, 0.386, 0.369, 0.399, 0.339, -1.232, 0.621, -1.351, -0.461, 0.284, 0.372, 0.346, 0.204, 0.327, 0.380, 0.320, 0.281, -1.123, 0.386, -1.121, -0.538, 0.343, 0.312, 0.258, 0.276, 0.270, 0.325, 0.330, 0.361], "total_charge": 1, "orbital_gap_ev": 1.270, "multiplicity": 1, "homo_energy_ev": -11.247, "e_tot_ha": -2863.48863, "max_force_ev_per_a": 3.5}

---

{"formula": "C28H72N4O20", "method": "wB97M-V/def2-TZVPD", "symbols": ["C", "C", "N", "H", "H", "H", "C", "C", "N", "H", "H", "H", "C", "C", "N", "H", "H", "H", "C", "C", "N", "H", "H", "H", "C", "C", "O", "O", "H", "H", "H", "H", "H", "H", "C", "C", "O", "O", "H", "H", "H", "H", "H", "H", "C", "C", "O", "O", "H", "H", "H", "H", "H", "H", "C", "C", "O", "O", "H", "H", "H", "H", "H", "H", "C", "C", "O", "O", "H", "H", "H", "H", "H", "H", "C", "C", "O", "O", "H", "H", "H", "H", "H", "H", "C", "C", "O", "O", "H", "H", "H", "H", "H", "H", "C", "C", "O", "O", "H", "H", "H", "H", "H", "H", "C", "C", "O", "O", "H", "H", "H", "H", "H", "H", "C", "C", "O", "O", "H", "H", "H", "H", "H", "H"], "coordinates": [[1.60, 3.83, 2.07], [1.18, 3.37, 3.38], [1.01, 2.89, 4.40], [2.64, 3.52, 1.90], [1.69, 4.89, 1.97], [1.04, 3.34, 1.29], [7.89, 2.53, 0.25], [7.27, 3.02, 1.53], [6.90, 3.45, 2.52], [7.47, 1.60, -0.05], [8.98, 2.43, 0.39], [7.69, 3.27, -0.51], [5.79, -0.70, 2.11], [4.95, 0.35, 1.55], [4.44, 1.31, 1.11], [6.63, -0.27, 2.61], [6.09, -1.36, 1.22], [5.32, -1.33, 2.86], [0.33, 0.33, 6.31], [0.57, -0.40, 5.12], [0.87, -1.03, 4.18], [0.50, 1.37, 6.09], [1.01, -0.08, 7.02], [-0.72, 0.21, 6.66], [-5.06, -0.04, -0.01], [-5.91, 0.85, 0.78], [-5.45, 0.98, 2.11], [-3.67, 0.26, -0.21], [-5.55, -0.16, -0.96], [-5.11, -1.01, 0.48], [-6.88, 0.44, 0.76], [-6.06, 1.88, 0.37], [-5.44, 0.15, 2.53], [-3.41, 1.03, 0.38], [1.43, -0.18, 0.38], [0.07, -0.15, 0.97], [-0.05, 0.87, 1.89], [1.77, 1.07, -0.25], [1.43, -0.92, -0.46], [2.17, -0.51, 1.10], [-0.13, -1.12, 1.43], [-0.80, 0.04, 0.36], [0.21, 0.58, 2.75], [2.56, 1.28, 0.18], [1.18, 2.88, -3.78], [0.76, 1.46, -3.36], [1.96, 0.72, -2.88], [0.09, 3.80, -3.76], [1.61, 2.97, -4.76], [2.01, 3.18, -3.06], [0.38, 0.87, -4.18], [0.10, 1.57, -2.50], [2.07, 0.96, -1.95], [-0.22, 4.01, -2.91], [-0.38, -2.67, -4.62], [-1.50, -1.74, -4.94], [-0.94, -0.54, -5.40], [0.41, -2.35, -3.46], [0.28, -2.67, -5.55], [-0.79, -3.65, -4.46], [-2.18, -1.61, -4.07], [-2.16, -2.18, -5.63], [-1.45, 0.27, -5.18], [0.36, -1.41, -3.24], [4.15, -2.14, -2.62], [3.73, -3.37, -1.79], [2.30, -3.26, -1.44], [4.09, -0.99, -1.80], [3.45, -2.09, -3.45], [5.15, -2.25, -2.88], [4.27, -3.50, -0.77], [3.81, -4.27, -2.41], [1.79, -3.03, -2.23], [3.49, -0.30, -2.14], [-1.89, 3.52, 1.16], [-1.47, 4.27, -0.01], [-0.45, 3.69, -0.85], [-2.10, 2.10, 0.82], [-2.81, 3.83, 1.66], [-1.14, 3.59, 1.98], [-1.29, 5.31, 0.24], [-2.38, 4.27, -0.65], [-0.44, 2.70, -0.76], [-1.41, 1.59, 1.37], [0.84, -3.57, 1.78], [2.37, -3.83, 1.83], [3.21, -2.74, 1.41], [0.35, -3.34, 0.46], [0.51, -2.74, 2.42], [0.41, -4.52, 2.13], [2.66, -4.75, 1.27], [2.57, -3.93, 2.90], [3.06, -2.47, 0.48], [1.12, -3.37, -0.10], [-2.83, 0.62, 4.57], [-2.86, -0.40, 3.39], [-4.01, -1.18, 3.33], [-2.80, -0.09, 5.85], [-3.59, 1.31, 4.55], [-1.85, 1.19, 4.51], [-1.92, -0.97, 3.38], [-2.77, 0.24, 2.51], [-3.82, -1.89, 2.68], [-3.13, -0.99, 5.62], [-3.19, 2.06, -3.17], [-3.30, 2.36, -4.69], [-2.14, 2.07, -5.40], [-2.90, 0.65, -3.00], [-4.16, 2.40, -2.80], [-2.26, 2.64, -2.76], [-3.58, 3.47, -4.80], [-4.17, 1.70, -5.10], [-1.46, 2.72, -5.19], [-2.92, 0.54, -2.02], [-2.94, -4.52, -0.44], [-3.03, -3.01, -0.14], [-2.79, -2.77, 1.24], [-1.83, -5.13, 0.19], [-2.94, -4.72, -1.46], [-3.79, -4.99, -0.04], [-4.02, -2.66, -0.49], [-2.35, -2.43, -0.76], [-2.42, -3.63, 1.59], [-1.01, -4.75, -0.05]], "mulliken_charge": [-0.277, 0.505, -0.524, 0.184, 0.430, -0.241, -0.688, 0.330, -0.410, 0.195, 0.308, 0.277, -1.084, 0.517, -0.473, 0.417, 0.236, 0.290, -1.062, 0.703, -0.535, 0.267, 0.413, 0.228, -0.384, -0.972, -0.480, 0.495, 0.360, 0.203, 0.496, 0.299, 0.315, 0.129, 0.442, 1.145, 0.859, -0.042, -0.391, 0.416, -1.312, -0.278, -0.630, 0.059, -0.675, 0.530, -0.730, -0.601, 0.366, 0.283, 0.338, -0.267, 0.383, 0.334, -0.596, -0.284, -0.606, -0.344, 0.208, 0.434, -0.008, 0.499, 0.256, 0.117, -0.553, -0.455, -0.421, -0.366, 0.383, 0.401, 0.289, 0.362, 0.143, 0.334, -0.266, -0.717, -0.441, -0.209, 0.555, -0.138, 0.505, 0.245, 0.029, -0.140, 0.107, -0.980, -0.279, -0.186, 0.043, 0.338, 0.248, 0.465, -0.100, 0.370, -0.281, 0.368, -0.697, -0.610, 0.536, -0.148, 0.523, -0.443, 0.533, 0.346, 0.617, -0.875, -0.579, -0.221, 0.360, -0.298, 0.377, 0.324, 0.274, 0.022, -1.000, 0.163, -0.381, -0.582, 0.439, 0.441, 0.189, -0.015, 0.333, 0.347], "de_lowest_ev": 0.000, "orbital_gap_ev": 10.217, "multiplicity": 1, "homo_energy_ev": -9.760, "e_tot_ha": -2833.69004, "max_force_ev_per_a": 4.2}